ORCA calculation (ωB97M-V with the def2-TZVPD basis set) on a structure of composition C10H31AsF6O5 at a distorted geometry.

Last column: Mulliken charge in e.
Positions of all 53 atoms, in Å:
C -3.8626 0.1664 2.8619  -1.463
C 0.7318 -2.1961 -1.7647  -0.943
C -2.3750 -0.0971 2.5816  0.623
F 2.2746 2.7466 -3.5689  -0.496
H 1.9738 -3.9190 2.7972  0.272
C -0.7035 -1.7442 -1.7528  0.836
C -1.5896 -2.4988 -2.7358  -1.654
H 4.2269 -3.6634 1.4274  0.383
H -0.4510 0.7206 3.0635  0.299
F 3.9066 2.5578 -1.6354  -0.514
H 2.9436 -2.4102 3.0831  0.291
H -4.3951 -0.7253 2.5311  0.427
H 0.7793 -3.2840 -1.7158  0.466
H 0.3709 0.5445 -0.5849  0.334
C 3.2926 -3.1712 1.1573  -0.870
H -1.7028 2.0053 2.7861  0.290
F 3.7164 -0.0183 -1.7639  -0.484
C 2.3704 -2.9992 2.3672  -0.297
C -0.4076 4.0498 -0.3462  -0.401
O -0.0726 3.3469 0.7883  -0.486
H -0.7147 0.2870 0.5371  0.801
O 0.1323 0.6904 0.3335  -0.064
H -0.7523 5.0633 -0.1408  0.401
H -0.9874 2.4360 -1.6531  0.048
O 1.2235 -2.2600 2.0566  -0.416
F 4.4052 1.3730 -3.8370  -0.499
H -4.1100 0.2892 3.9163  0.400
H -2.7415 -0.9280 0.9533  0.235
H 1.1599 -1.7889 -0.8487  0.146
O -0.7250 -0.3567 -1.9913  -0.385
H 0.5182 4.2297 -0.8926  0.332
H -2.1453 -0.9948 3.1556  0.150
H 2.8128 -3.8120 0.4176  0.207
H -2.2233 3.0446 -0.5129  0.247
H -1.6721 1.1438 4.2632  0.439
H 0.4155 3.9697 1.3318  0.265
C -1.4359 3.3261 -1.2121  -0.794
H -1.8650 3.8822 -2.0455  0.395
F 2.1395 0.1822 -3.7332  -0.471
As 3.0064 1.3570 -2.6936  2.000
C -1.4915 1.0175 3.1957  -1.378
H -1.5549 -3.5663 -2.5178  0.385
O -2.1609 -0.2214 1.2453  -0.499
H 1.4222 -1.3209 2.0451  0.222
F 1.5960 1.4499 -1.5975  -0.654
H -4.1871 1.0196 2.2660  0.319
H 3.5101 -2.2318 0.6491  0.196
H 1.2640 -1.8369 -2.6455  0.168
H -0.7800 -0.2134 -2.9389  0.284
H 0.0371 1.6318 0.4953  0.184
H -2.5861 -2.0760 -2.6085  0.418
H -1.1898 -1.9146 -0.7924  -0.091
H -1.3472 -2.2828 -3.7763  0.401

Atoms 1-3, force components in eV/Å:
0.273 -0.322 -0.526
-0.141 -0.293 0.659
-0.855 1.544 4.266

Values from the calculation:
total energy	-98255.6536	eV
energy relative to the best compared isomer or geometry (same formula, charge and spin)	37.56	kcal per mole
HOMO level	-10.496	eV
total charge	0